Entry 1:
A single C6H12O molecule. Source: the Open Molecules 2025 dataset; level of theory: ωB97M-V/def2-TZVPD.

Cartesian coordinates (Å):
C1 0.39719 -0.63260 0.05952
C2 -1.83570 0.51473 -0.30196
C3 0.90029 -0.90346 -1.35879
C4 1.62158 -0.65588 1.08224
C5 -0.32311 0.66552 0.12876
C6 0.14674 1.84557 0.48476
O1 -2.49205 -0.28139 0.66108
H1 -3.39380 -0.47761 0.39141
H2 -0.29273 -1.42379 0.36526
H3 -2.28762 1.51308 -0.35268
H4 -1.91988 0.07398 -1.30712
H5 1.46599 -1.83262 -1.38293
H6 0.07090 -0.98326 -2.05830
H7 1.55333 -0.09759 -1.68824
H8 2.03039 -1.66348 1.10863
H9 1.28658 -0.38399 2.07958
H10 2.40413 0.02477 0.75655
H11 1.16449 1.98812 0.80293
H12 -0.49670 2.70991 0.52930

Calculated values
- HOMO level (eV) = -9.6
- energy relative to the best compared isomer or geometry (same formula, charge and spin) (eV) = 1.132
- LUMO energy (eV) = 0.92
- charge = 0
- frontier orbital gap (eV) = 10.513
- SMILES = C=C(CO)C(C)C



Entry 2:
6 unconnected molecules or ions with the total composition C4H18NO8. Source: the Open Molecules 2025 dataset; level of theory: ωB97M-V/def2-TZVPD.

Cartesian coordinates (Å):
O1 2.49975 0.32499 0.24126
C1 1.57213 -0.23290 0.89947
O2 1.54014 -0.47876 2.10939
C2 0.34816 -0.71165 0.08704
C3 0.37460 -2.26578 0.04631
C4 -0.23778 -2.79604 -1.23274
O3 -1.49478 -2.18643 -1.53254
N1 -0.91509 -0.30649 0.74472
H1 0.33489 -0.33469 -0.92766
H2 -0.20544 -2.55411 0.92340
H3 1.39231 -2.60528 0.20450
H4 -0.35842 -3.88850 -1.16759
H5 0.40663 -2.57478 -2.08858
H6 -1.83137 -1.78548 -0.71812
H7 -0.75786 -0.43640 1.74316
H8 -1.16888 0.66974 0.62810
H9 2.28072 0.99514 -1.17734
H10 1.44072 0.92988 -2.63948
O4 2.00910 1.42084 -2.04375
H11 0.03790 1.95575 -2.03508
H12 -1.18656 1.02271 -2.08304
O5 -0.83829 1.84702 -2.45020
H13 -1.06592 2.82582 2.46028
H14 -0.18746 3.08973 1.26468
O6 -1.11899 3.09791 1.53651
H15 -2.50286 -2.21343 2.53295
H16 -2.66871 -1.36225 1.28922
O7 -3.18333 -1.81937 1.97905
H17 1.68462 3.54282 1.21716
H18 2.08453 3.01176 -0.10280
O8 1.71554 3.81823 0.29172

Calculated values
- HOMO level (eV) = -5.6
- energy relative to the best compared isomer or geometry (same formula, charge and spin) (eV) = 1.724
- LUMO energy (eV) = 3.12
- charge = -1
- frontier orbital gap (eV) = 8.752



Entry 3:
A molecular structure, C7H9NO. Source: the Open Molecules 2025 dataset; level of theory: ωB97M-V/def2-TZVPD.

Cartesian coordinates (Å):
C1 -0.06623 1.19717 1.15028
C2 0.06739 0.45181 -0.08915
C3 -0.67129 -0.70039 -0.43486
C4 -0.56974 -1.44047 -1.45012
C5 0.47361 -1.08288 -2.40626
C6 1.20454 -0.05712 -2.12674
C7 1.14274 0.71853 -1.05280
H1 -0.31010 0.29205 3.73606
H2 -1.10508 -1.07405 3.29760
H3 0.99024 1.42837 1.53825
H4 -0.52513 2.22939 0.85681
H5 -1.34679 -1.14069 0.37209
H6 -1.07998 -2.17027 -1.71551
H7 0.96079 -1.61188 -3.12875
H8 2.24729 0.28263 -2.93063
H9 1.63619 1.79303 -1.11630
N1 -0.37878 -0.15817 3.00339
O1 -1.03775 0.81983 2.06556

Calculated values
- HOMO level (eV) = -8.6
- energy relative to the best compared isomer or geometry (same formula, charge and spin) (eV) = 7.136
- LUMO energy (eV) = 0.89
- charge = 0
- frontier orbital gap (eV) = 9.526